1.
Molecular formula: C36H26ClIN7O3Ti
Method: DFT, the ωB97M-V functional and the def2-TZVPD basis

Geometry (Å):
N1 3.18 -5.47 -1.05
C1 0.89 -2.29 -2.35
C2 1.86 -5.02 -1.42
H1 -1.74 -4.40 -1.03
H2 6.28 -2.04 -1.04
C3 0.89 2.40 1.71
C4 1.60 4.66 1.19
C5 -2.42 -0.04 -0.64
H3 1.37 5.85 -3.28
C6 1.03 -2.73 -0.93
C7 -4.64 0.71 0.03
Cl1 -6.74 -0.86 0.66
C8 -3.75 -4.00 -0.35
H4 5.30 -0.07 1.38
C9 -2.46 -3.63 -0.77
H5 0.83 -2.37 2.22
C10 0.56 2.86 -1.92
H6 -4.02 -5.05 -0.29
C11 -4.24 -1.67 -0.13
N2 -2.05 -2.39 -0.87
C12 2.98 0.51 -1.64
C13 5.29 -5.72 -0.65
C14 3.28 0.05 0.68
O1 0.12 0.24 2.02
H7 1.58 3.80 3.15
C15 1.39 -4.01 0.84
H8 1.86 -2.30 -2.86
C16 0.82 3.12 -0.57
C17 0.98 -2.78 1.23
H9 6.29 0.43 -0.85
N3 0.59 2.11 0.36
H10 1.87 -4.62 -2.43
H11 -5.31 1.53 0.25
C18 5.99 -3.08 -0.95
C19 4.36 0.57 -1.81
I1 -2.76 2.96 -0.55
C20 1.22 5.09 -2.53
C21 0.75 3.83 -2.90
H12 0.53 3.60 -3.93
C22 4.34 -4.76 -0.98
H13 1.68 -4.89 1.39
H14 0.18 -2.92 -2.89
N4 1.43 -3.97 -0.54
H15 1.98 5.63 1.48
C23 -5.09 -0.57 0.15
C24 -4.64 -3.02 -0.04
H16 2.89 -0.15 1.68
C25 1.31 4.39 -0.20
H17 0.50 -1.28 -2.36
O2 0.82 1.35 3.86
H18 2.36 0.69 -2.51
H19 7.99 -3.73 -0.51
H20 7.37 -6.13 -0.23
C26 4.65 0.10 0.52
C27 2.39 0.26 -0.39
N5 4.66 -6.94 -0.55
C28 1.49 5.35 -1.20
H21 4.78 0.79 -2.78
N6 0.77 -1.99 0.12
H22 -5.65 -3.25 0.27
H23 1.22 -5.90 -1.38
H24 1.86 6.33 -0.91
Ti1 0.34 0.18 0.17
C29 -2.92 -1.40 -0.54
C30 1.38 3.66 2.09
C31 -3.32 0.98 -0.37
O3 -1.18 0.16 -1.01
C32 6.96 -4.05 -0.64
H25 3.92 -2.63 -1.31
C33 5.21 0.36 -0.72
N7 3.41 -6.77 -0.78
C34 6.64 -5.38 -0.48
H26 0.16 1.89 -2.20
C35 0.62 1.36 2.65
C36 4.66 -3.40 -1.12

The largest force on an atom comes out at 1.31 eV/A. The charge is -1. The HOMO-LUMO gap (spin up / spin down) is 4.220 / 4.217 eV. As for the spin multiplicity: 1.

2.
Molecular formula: C43H55Br3Cl54F8IN3O4P
Method: DFT, the ωB97M-V functional and the def2-TZVPD basis

Geometry (Å):
C1 -4.70 8.85 -6.59
C2 -1.96 -3.13 -10.19
C3 1.59 2.23 -1.27
H1 0.36 4.10 -0.37
H2 0.43 3.46 3.52
Cl1 -1.68 -1.84 -11.36
H3 -2.94 -7.26 -3.87
O1 1.55 1.07 -3.37
Cl2 0.63 7.91 -7.73
H4 2.37 2.98 -1.42
Cl3 -8.24 2.78 9.87
N1 1.97 1.55 1.28
Cl4 -8.45 1.68 7.19
Cl5 0.14 -1.81 11.18
C4 -2.07 2.39 -0.76
Cl6 10.47 -3.28 2.13
H5 -0.08 3.69 1.27
H6 2.37 3.15 2.57
H7 -3.07 -0.88 -7.34
Cl7 -3.60 -3.02 -9.53
Cl8 7.74 -5.01 3.83
F1 -2.54 -0.66 -5.39
H8 -9.07 3.81 7.94
C5 1.04 2.13 0.21
H9 -1.26 -3.00 -9.38
Cl9 -2.61 -2.96 9.11
Cl10 -2.50 3.56 9.06
H10 4.03 1.52 -0.39
H11 -1.70 0.00 6.27
C6 0.43 0.27 -3.66
Cl11 5.89 4.13 -0.82
C7 2.87 -9.15 -4.15
C8 -1.55 1.64 0.44
C9 0.68 3.58 0.51
Cl12 5.53 1.22 7.27
Cl13 -7.15 1.62 -9.09
F2 1.84 -0.32 -5.45
F3 -1.02 1.50 -5.61
Cl14 2.61 -10.73 -4.90
C10 -2.24 -1.02 -6.65
Cl15 5.04 -4.47 10.37
C11 -6.29 0.26 -9.81
Cl16 -4.63 0.16 -9.21
H12 -6.81 -0.65 -9.53
C12 2.32 -1.87 3.55
C13 -2.83 2.63 4.70
Cl17 9.84 -0.45 2.19
C14 -0.14 1.13 0.11
H13 -0.65 3.31 5.56
H14 3.12 0.95 -2.15
H15 -2.86 -8.40 -10.05
H16 1.56 4.09 0.88
H17 1.47 -0.04 2.46
H18 -3.16 0.02 5.28
H19 -0.43 -1.17 -1.00
C15 -2.28 -7.92 -4.40
C16 -4.04 2.82 9.50
H20 8.23 -6.72 2.31
C17 -1.01 -0.26 -7.21
O2 -2.93 3.66 5.31
H21 -0.63 9.80 -7.18
Cl18 0.74 0.50 9.52
N2 -1.84 1.65 4.95
H22 -3.66 1.29 3.23
H23 5.77 -2.83 11.87
H24 2.12 -8.47 -4.53
H25 1.50 2.06 5.29
H26 -4.41 4.66 -3.39
C18 0.56 2.40 3.37
Cl19 5.48 7.00 -0.93
H27 2.55 1.63 3.32
Cl20 2.69 -9.25 -2.40
F4 -1.44 0.59 -8.16
C19 -4.28 -2.93 8.52
P1 3.70 1.99 0.88
Cl21 -3.66 3.36 -5.19
C20 0.60 1.78 4.77
Cl22 1.81 -5.56 -5.24
F5 0.10 -1.57 -5.10
C21 -8.24 3.15 8.14
H28 1.26 -2.03 3.39
C22 1.90 2.19 2.67
C23 7.33 -6.18 2.57
H29 -1.60 2.33 1.26
Cl23 1.56 10.62 -7.26
C24 1.69 0.04 1.41
Cl24 4.63 0.67 4.57
C25 -4.90 4.14 -4.20
I1 -1.12 -0.76 2.41
H30 0.35 -0.60 -3.02
C26 0.24 -1.44 -0.19
O3 4.66 1.52 1.88
C27 -0.21 0.57 -6.17
C28 -0.63 2.22 5.55
H31 9.56 -1.96 0.43
Cl25 -6.00 2.95 -3.52
C29 -3.74 -7.85 -9.75
Cl26 -0.84 -7.00 -4.85
F6 -1.98 -2.35 -6.64
Cl27 -3.27 -6.70 -8.50
Cl28 -5.23 -1.73 9.39
C30 9.42 -2.01 1.50
Cl29 5.06 -1.59 10.02
H32 -4.83 3.54 9.32
Br1 4.43 -3.07 2.16
Cl30 -3.10 8.99 -5.84
H33 -2.23 0.81 0.56
H34 1.22 -1.57 -0.62
Cl31 -4.39 -7.02 -11.16
O4 -2.02 3.55 -0.93
F7 -0.15 -1.13 -7.78
Cl32 4.46 -8.51 -4.58
H35 -5.14 7.93 -6.25
H36 2.69 -2.67 4.18
Cl33 1.52 -2.16 8.65
H37 0.75 2.62 -1.84
H38 5.06 5.41 -2.59
C31 2.01 -3.98 -4.48
C32 1.28 -1.10 10.04
Cl34 -4.91 -9.01 -9.11
Cl35 -1.85 -9.25 -3.32
C33 3.05 -1.79 2.27
C34 4.93 5.44 -1.52
H39 0.58 -3.40 0.23
H40 -4.81 2.30 4.08
Cl36 -5.79 5.33 -5.15
H41 3.74 3.39 0.83
H42 5.97 -0.66 5.95
C35 0.22 9.62 -7.82
C36 4.94 -2.91 11.18
C37 2.04 0.98 -2.05
H43 -3.04 1.13 6.62
Cl37 -5.74 10.18 -6.10
Cl38 7.72 -2.39 1.79
N3 -0.15 -2.72 0.37
H44 -0.29 0.79 -0.91
F8 0.72 1.25 -6.88
Cl39 -4.56 8.78 -8.35
H45 2.44 -0.95 4.11
Br2 -2.93 1.29 -2.14
H46 -1.01 -3.05 -0.04
C38 5.10 -0.04 6.12
Cl40 6.73 -5.38 1.11
H47 -0.55 1.89 6.57
H48 -0.31 2.00 2.87
Br3 3.88 -1.12 -0.29
C39 -2.47 0.63 5.84
Cl41 -6.75 3.98 7.69
Cl42 1.84 -4.12 -2.72
H49 -4.72 -3.90 8.69
H50 2.23 -0.99 10.54
Cl43 -6.30 0.38 -11.57
Cl44 3.44 -2.78 12.11
Cl45 -0.24 10.07 -9.47
Cl46 -4.35 1.40 8.49
Cl47 -3.12 -8.50 -5.83
H51 -0.46 0.86 -3.53
Cl48 -1.68 -4.71 -10.91
C40 0.27 -0.22 0.80
C41 2.80 -0.95 1.28
H52 1.23 -3.33 -4.85
H53 -3.82 3.05 2.84
C42 0.54 -0.28 -5.10
Cl49 6.15 -7.34 3.17
Cl50 -4.07 2.39 11.20
H54 1.76 0.07 -1.54
Cl51 3.80 -1.04 6.76
C43 -3.83 2.29 3.62
Cl52 3.21 5.21 -1.15
Cl53 3.57 -3.28 -4.90
H55 0.53 0.70 4.62
Cl54 -4.31 -2.60 6.78

The largest force on an atom comes out at 1.80 eV/A. The charge is +1. The HOMO-LUMO gap is 8.590 eV. As for the spin multiplicity: 1.

3.
Molecular formula: C20H37N5O4
Method: DFT, the ωB97M-V functional and the def2-TZVPD basis

Geometry (Å):
H1 -0.87 -2.31 0.02
H2 -2.36 -4.02 2.32
H3 1.36 -2.00 0.70
H4 1.76 -0.89 -1.29
H5 0.37 -2.40 2.02
C1 1.54 -0.07 -0.60
H6 3.84 0.96 -0.72
H7 0.58 0.66 3.25
H8 0.20 -0.48 -2.35
H9 -4.09 0.82 -4.03
C2 4.29 1.13 1.32
C3 -1.90 -2.64 0.13
O1 4.83 0.55 2.22
O2 -2.21 -0.99 -2.46
C4 -1.04 0.04 -0.72
H10 -0.75 2.25 -0.30
C5 1.75 -1.72 -3.09
H11 4.00 3.05 0.35
H12 -1.22 -0.88 -1.29
N1 -1.44 1.37 0.95
C6 1.40 -2.14 1.78
H13 -3.01 -0.24 2.29
H14 -1.01 0.92 -1.35
H15 -0.38 -1.70 -3.53
H16 5.23 3.06 1.62
C7 0.60 1.56 2.63
C8 1.79 -0.96 2.45
C9 -2.50 1.15 -1.60
C10 0.05 2.91 -0.62
H17 2.59 0.37 0.47
N2 2.46 2.35 0.37
N3 2.89 -1.90 -3.29
N4 2.19 0.03 2.94
C11 -0.51 1.42 1.67
H18 0.13 2.99 -1.71
H19 -4.21 -0.89 -4.01
H20 1.53 1.57 2.06
H21 -1.77 0.21 0.07
H22 -0.01 -2.17 -1.91
O3 0.26 -0.54 1.25
H23 -1.83 -0.14 1.04
H24 0.47 2.52 3.12
H25 -1.83 -3.73 0.09
N5 -2.47 -2.17 1.39
H26 -2.54 -2.38 -0.71
H27 -1.73 1.68 -2.16
H28 -0.23 3.89 -0.25
H29 -3.47 -0.43 0.62
H30 2.11 -2.88 2.17
C12 3.64 0.36 0.17
H31 2.37 -0.12 0.11
C13 4.25 2.68 1.35
C14 0.32 -1.50 -2.71
H32 3.90 -0.69 0.08
C15 -2.71 -0.70 1.35
C16 0.21 -0.20 0.07
C17 -2.72 -2.99 2.44
C18 1.39 2.62 -0.05
H33 3.51 2.91 2.12
C19 -2.93 -0.04 -2.45
H34 -3.24 1.91 -1.35
H35 1.68 0.85 -1.16
H36 -5.07 0.08 -2.73
O4 -3.22 -2.62 3.47
C20 -4.18 -0.02 -3.35
H37 -2.07 0.68 -0.71

The largest force on an atom comes out at 13.57 eV/A. The charge is 0. The HOMO-LUMO gap is 7.970 eV. As for the spin multiplicity: 1.

4.
Molecular formula: C34H16BrF4IrN4O11PS5
Method: DFT, the ωB97M-V functional and the def2-TZVPD basis

Geometry (Å):
C1 0.02 4.40 3.81
C2 -1.38 -0.42 1.03
C3 3.97 -2.54 -3.45
C4 -2.51 -2.81 -1.58
O1 -0.16 7.91 3.68
H1 -2.28 -2.92 1.64
C5 0.20 -3.26 -1.22
C6 2.69 -2.23 -3.02
C7 -0.78 1.30 -5.62
C8 -2.05 -4.09 -1.30
Ir1 1.19 0.38 0.70
Br1 0.57 2.74 -1.99
N1 -0.24 6.81 4.17
F1 -0.56 3.44 -4.69
C9 2.92 -3.40 4.52
H2 -0.39 4.22 4.79
C10 -0.25 -1.98 -1.54
C11 1.01 3.48 1.72
C12 2.73 -2.16 2.24
H3 1.26 -3.42 -1.05
C13 2.96 -1.16 3.18
O2 -0.42 -1.16 1.37
C14 0.16 0.21 -3.20
H4 1.88 -2.92 -3.23
H5 6.02 -1.92 -3.52
C15 1.09 4.86 1.29
C16 4.79 -0.47 -2.54
S1 2.61 -3.78 2.84
N2 0.17 2.04 3.59
O3 0.33 1.03 2.90
C17 -1.62 -1.76 -1.70
H6 -1.99 -0.76 -1.91
C18 -0.18 -0.60 -4.28
F2 -0.93 -0.91 -6.48
O4 -0.61 6.56 5.29
O5 1.33 6.25 -0.48
C19 3.51 -0.17 -2.09
C20 -5.40 -1.57 1.86
C21 0.41 3.32 3.03
H7 -3.51 1.14 1.15
C22 -4.39 -2.52 1.85
C23 -3.78 0.12 1.35
C24 -3.07 -2.17 1.62
H8 -3.57 -2.64 -1.71
S2 2.64 -1.85 0.58
F3 -1.22 1.80 -6.77
C25 -5.09 -0.24 1.62
H9 5.60 0.21 -2.35
H10 3.33 0.74 -1.53
H11 -2.73 -4.92 -1.21
O6 1.46 2.57 1.00
C26 0.02 1.59 -3.36
C27 -0.64 -0.08 -5.48
H12 4.15 -3.47 -3.97
H13 0.71 6.92 1.68
P1 0.84 -0.54 -1.65
N3 1.64 5.18 0.00
O7 2.39 4.38 -0.52
S3 3.19 -1.71 4.82
H14 -5.86 0.51 1.63
H15 -6.42 -1.89 2.05
O8 -5.84 -4.18 2.43
N4 -4.72 -3.91 2.06
C28 -2.77 -0.84 1.35
C29 0.15 5.69 3.34
C30 -0.69 -4.31 -1.11
C31 -0.45 2.12 -4.56
C32 5.02 -1.67 -3.20
C33 0.65 5.91 2.06
C34 2.46 -1.06 -2.32
O9 -1.19 0.65 0.42
S4 3.08 0.47 2.77
H16 -0.32 -5.30 -0.88
S5 2.93 -4.54 5.70
F4 -0.03 -1.93 -4.20
O10 -3.85 -4.72 1.83
O11 -0.19 1.96 4.74

As for the expectation value of S²: 8.79. The largest force on an atom comes out at 1.46 eV/A. The charge is 0. The HOMO-LUMO gap (spin up / spin down) is 6.849 / 5.922 eV. As for the spin multiplicity: 6.

5.
Molecular formula: H4HfO18S4
Method: DFT, the ωB97M-V functional and the def2-TZVPD basis

Geometry (Å):
O1 -1.55 1.75 0.24
O2 -1.03 -2.13 0.35
S1 -1.02 2.88 -0.50
O3 -1.71 -0.36 -1.58
O4 -1.20 -1.45 -3.54
O5 0.82 1.23 1.75
O6 -2.08 -2.67 2.58
O7 1.11 -0.79 1.83
O8 -3.33 -1.71 0.68
O9 -1.53 0.97 -3.53
O10 2.54 0.43 -0.33
O11 2.78 0.53 2.95
S2 -2.04 -1.84 1.38
S3 1.38 0.26 2.74
O12 0.32 -0.07 -2.25
Hf1 0.02 0.02 -0.01
H1 3.20 0.82 0.25
O13 1.33 -2.00 -0.74
H2 2.27 -2.13 -0.56
O14 0.61 0.22 3.95
O15 -1.52 -0.53 1.57
S4 -1.00 -0.21 -2.86
H3 1.01 -2.87 -0.96
O16 -1.83 3.09 -1.74
O17 -0.79 4.06 0.28
H4 3.01 0.29 -1.15
O18 0.24 2.18 -0.80

The largest force on an atom comes out at 8.84 eV/A. The charge is -4. The HOMO-LUMO gap is 4.671 eV. As for the spin multiplicity: 1.

6.
Molecular formula: C15H17BN2O5S
Method: DFT, the ωB97M-V functional and the def2-TZVPD basis

Geometry (Å):
C1 -0.09 -2.52 -0.39
H1 -0.92 -0.18 4.51
O1 -1.02 1.20 -2.92
C2 -0.48 -0.77 3.69
C3 -0.38 0.01 2.39
O2 -2.68 -0.27 1.28
O3 -1.24 -2.61 1.65
C4 -0.41 -2.04 0.95
H2 0.50 -1.08 4.04
C5 -0.12 3.33 -1.15
C6 1.84 2.05 -0.49
O4 -1.76 1.86 1.25
H3 2.46 1.17 -0.64
C7 -0.17 -3.88 -0.66
H4 -0.15 -5.34 -2.21
C8 0.59 -2.13 -2.68
B1 -1.68 0.56 1.64
N1 0.13 -0.26 -1.09
H5 1.56 4.83 1.38
S1 0.33 0.84 -2.37
H6 -2.61 1.91 0.76
H7 -1.08 -1.69 3.53
C9 0.22 4.29 -0.20
H8 -0.31 5.22 -0.22
H9 0.68 -3.80 -3.94
O5 1.54 0.44 -3.16
C10 0.23 -1.61 -1.41
H10 0.78 -1.37 -3.43
H11 0.19 0.97 2.46
C11 0.33 -3.44 -2.97
H12 -2.44 -1.21 1.31
N2 0.20 -0.83 1.39
C12 1.31 4.10 0.64
C13 0.71 2.24 -1.25
C14 2.11 2.99 0.48
H13 0.86 -0.33 0.79
H14 -0.35 -4.58 0.15
H15 -0.67 0.02 -0.52
C15 0.01 -4.32 -1.95
H16 -1.03 3.37 -1.73
H17 2.99 2.86 1.10

The largest force on an atom comes out at 3.99 eV/A. The charge is 0. The HOMO-LUMO gap is 9.099 eV. As for the spin multiplicity: 1.

no.,calculated total energy (a.u.)
1,-3604.00106
2,-36146.69802
3,-1357.97227
4,-7761.54935
5,-2997.44047
6,-1490.61454